The following is a quantum chemistry calculation of H4S2Si as an isolated structure in a non-equilibrium geometry, from the Open Molecules 2025 dataset.

Summary:
DFT total energy (eV): -29610.815
HOMO level (eV): -9.4
Frontier orbital gap (eV): 7.1
Energy relative to the best compared isomer or geometry (same formula, charge and spin) (eV): 2.942
LUMO energy (eV): -2.309

Geometry as XYZ:
```
7
Properties=species:S:1:pos:R:3:forces:R:3
S -0.612557 1.013898 1.006938 -1.9258 -1.4480 -1.7174
H -2.324473 0.114290 -1.552186 0.3849 0.3644 -0.5086
Si 0.799687 0.374082 -0.536145 -0.5969 2.6608 0.0486
H 0.307055 1.277433 -1.712232 0.3194 -1.4845 0.4260
S -2.683317 -0.192312 -0.320007 1.9554 0.9529 2.1319
H 2.048558 1.270694 -0.222392 -0.6673 -1.4565 0.0505
H 0.705619 -1.112578 -0.520431 0.5303 0.4109 -0.4311
```
Positions in Å, forces in eV/Å.